74
Properties=species:S:1:pos:R:3:forces:R:3 method="wB97M-V/def2-TZVPD" total_energy_ev=-179661.0561 gap_ev="4.48 / 6.16" lumo_ev="4.134 / 4.133" relative_energy_kcal_mol=16.3 charge=-2 spin_multiplicity=3
Ti -0.80923 -0.20559 -0.69590 -0.4 0.3 0.4
S 0.13131 3.97184 1.60009 -0.1 -0.1 -0.1
As -0.67377 2.21676 0.74754 0.1 0.5 0.3
S 0.54141 0.38608 1.23437 0.0 0.1 -0.1
S -2.66882 1.57212 1.10959 0.1 -0.1 -0.1
S -0.53481 2.10653 -1.47831 0.1 -0.1 0.0
C -5.09344 -3.03297 1.84831 0.0 0.0 0.0
C -4.54289 -1.64734 1.51098 0.0 0.0 0.0
C -4.80851 -1.22348 0.08604 -0.1 0.1 0.0
C -6.11049 -0.89252 -0.28070 0.0 0.0 0.0
C -6.40591 -0.37595 -1.52972 0.0 0.0 0.0
C -5.37114 -0.15495 -2.42739 0.0 0.0 0.0
C -4.06112 -0.47455 -2.10359 0.0 0.1 0.0
C -2.97571 -0.20982 -3.11815 0.0 -0.2 0.1
C -2.92617 -1.29150 -4.19569 0.0 0.0 -0.1
C -3.77971 -1.05133 -0.85252 0.1 -0.1 0.1
N -2.44445 -1.38268 -0.57731 -0.1 -0.4 0.0
C -2.08203 -2.60100 -0.11326 0.0 0.2 -0.5
C -0.70952 -2.93383 -0.25982 -0.1 0.0 -0.3
C 0.00956 -4.09286 0.04895 0.1 0.0 0.0
C 1.27301 -3.94635 -0.55368 -0.1 -0.2 0.1
C 1.28323 -2.71360 -1.17970 -0.2 0.2 -0.2
N 0.09241 -2.06429 -1.01230 0.1 -0.3 0.2
H -4.91621 -3.28126 2.89744 0.0 0.0 0.0
H -4.62580 -3.80792 1.23803 0.0 0.0 0.0
H -6.17036 -3.08299 1.66758 0.0 0.0 0.0
H -3.47514 -1.59480 1.71470 0.0 0.0 0.0
H -5.00785 -0.90745 2.16825 0.0 0.0 0.0
H -6.90144 -1.00894 0.45454 0.0 0.0 0.0
H -7.42446 -0.11104 -1.78800 0.0 0.0 0.0
H -5.57731 0.28838 -3.39675 0.0 0.0 0.0
H -1.99257 -0.17682 -2.64327 -0.1 0.1 -0.2
H -3.11900 0.78071 -3.55282 0.0 0.0 0.0
H -2.71253 -2.26168 -3.74330 0.0 0.0 0.0
H -2.14746 -1.08374 -4.93311 0.0 0.0 0.0
H -3.88298 -1.36396 -4.71876 0.0 0.0 0.0
H -2.82306 -3.34576 0.15032 0.0 0.0 0.2
H -0.35180 -4.92596 0.63328 0.0 0.0 0.0
H 2.09083 -4.65204 -0.53485 0.0 0.0 0.0
H 2.06946 -2.27414 -1.77493 0.0 0.0 0.1
F 9.75612 -1.63936 0.34246 0.0 0.0 0.0
C 8.44675 -1.25849 0.32490 0.1 0.0 0.0
C 7.60834 -1.80766 -0.62285 0.0 0.0 0.0
C 6.27559 -1.41407 -0.62505 0.0 0.0 0.0
C 5.77356 -0.48042 0.28529 0.0 -0.2 0.1
C 6.66765 0.03834 1.22091 0.0 0.1 0.0
C 8.00850 -0.33951 1.25093 -0.1 0.0 0.0
Sb 3.59115 -0.18639 0.45953 0.1 -0.1 0.0
C 3.47303 0.49211 -1.57971 0.1 0.0 -0.2
C 2.29370 0.33789 -2.30461 0.0 0.0 0.2
C 2.20515 0.67193 -3.64814 0.0 0.0 0.0
C 3.32589 1.17757 -4.26513 0.0 0.0 0.0
F 3.26227 1.50530 -5.58426 0.0 0.0 0.0
C 4.51761 1.36901 -3.59621 -0.1 0.0 0.0
C 4.57812 1.01661 -2.25402 0.1 -0.1 0.0
C 3.84718 1.70849 1.41057 0.0 0.2 0.1
C 4.42516 2.80713 0.78141 0.0 0.0 0.0
C 4.56334 4.02483 1.43335 0.0 0.0 0.0
C 4.10854 4.12350 2.73079 0.0 0.1 0.0
F 4.24629 5.31104 3.37823 0.0 0.0 0.0
C 3.51410 3.07171 3.38987 0.0 0.0 0.0
C 3.38491 1.86473 2.71508 0.0 0.0 0.0
H 7.99562 -2.52700 -1.33310 0.0 0.0 0.0
H 5.61776 -1.84556 -1.37408 0.0 0.0 0.0
H 6.32220 0.77290 1.94092 0.0 0.0 0.0
H 8.70108 0.07029 1.97506 0.0 0.0 0.0
H 1.40452 -0.02651 -1.80593 0.2 -0.1 -0.1
H 1.27784 0.56494 -4.19487 0.0 0.0 0.0
H 5.37048 1.78146 -4.11931 0.0 0.0 0.0
H 5.52222 1.13708 -1.73598 0.0 0.0 0.0
H 4.76373 2.73281 -0.24447 0.0 0.0 0.0
H 4.99088 4.89032 0.94479 0.0 0.0 0.0
H 3.13257 3.20905 4.39233 0.0 0.0 0.0
H 2.87934 1.04443 3.21134 0.0 0.0 0.0

***

54
Properties=species:S:1:pos:R:3:forces:R:3 method="wB97M-V/def2-TZVPD" total_energy_ev=-75396.4907 gap_ev="7.52 / 7.96" lumo_ev="-0.695 / -0.900" relative_energy_kcal_mol=11.0 charge=0 spin_multiplicity=3
V -1.13191 1.16922 1.49803 0.3 -0.5 0.6
N 0.44613 2.29786 2.46823 0.7 -0.4 -0.2
C 1.61683 1.37158 2.63120 -0.6 0.2 -0.2
C 1.20189 -0.09153 2.47096 -0.7 -0.2 -0.1
O 2.04623 -0.97333 2.53422 0.1 0.0 0.0
N -0.13281 -0.23754 2.23746 1.1 -1.4 0.6
C -0.72473 -1.57859 2.08129 0.1 0.7 -0.3
C -1.70104 -1.49815 0.89629 0.0 0.6 0.0
O -1.91198 -2.46188 0.18390 -0.2 0.3 0.1
O -2.22712 -0.28791 0.75656 0.1 -1.3 -0.2
H 0.04910 2.53707 3.36543 -0.1 0.0 0.2
H 0.73167 3.15800 2.02327 0.1 0.1 0.0
H 2.35845 1.58476 1.86787 0.1 0.1 -0.1
H 2.09699 1.47911 3.59555 0.1 0.1 0.2
H 0.02693 -2.33811 1.92746 0.2 -0.2 -0.1
H -1.31190 -1.83998 2.96229 0.0 0.0 0.1
O -0.83348 1.47243 -2.48040 -0.5 0.1 -0.6
C -1.05906 1.66763 -1.25061 -0.1 0.3 0.4
O -0.31414 1.24954 -0.34504 0.2 0.5 -0.3
C -2.28535 2.43072 -0.80625 0.4 -0.2 0.3
C -3.30437 2.95700 -1.55474 -0.3 0.2 -0.4
C -4.39303 3.50160 -0.86799 0.0 0.0 -0.2
C -4.44042 3.47822 0.51947 -0.3 0.2 -0.1
C -3.37919 2.92127 1.19685 0.5 -0.4 0.0
N -2.33305 2.44753 0.52484 -0.9 0.6 -0.6
C -3.25675 2.61791 2.69608 0.8 -0.4 -0.5
O -3.99550 3.10235 3.50801 -0.3 0.1 0.2
O -2.24434 1.79788 2.89999 -1.1 1.1 0.7
H -0.08688 0.72070 -2.59621 0.3 -0.2 0.2
H -3.26583 2.91478 -2.63668 0.0 0.0 0.1
H -5.22398 3.91468 -1.42780 0.1 0.0 0.0
H -5.28833 3.85768 1.07704 0.1 0.0 -0.1
C 0.91854 -5.35276 -1.53559 0.0 0.0 -0.1
C 0.85486 -3.94036 -0.95376 0.1 -0.1 -0.1
C 0.97305 -2.89103 -2.05868 0.0 -0.2 -0.1
S 0.98044 -1.23811 -1.39772 -0.5 0.6 -0.1
O 0.87379 -0.30573 -2.62241 0.1 -0.4 0.1
C 2.67056 -1.13892 -0.82700 0.3 0.0 0.0
C 3.14458 0.31523 -0.72112 -0.1 0.1 -0.2
C 3.72448 0.87153 -2.02582 0.1 -0.1 0.1
H 0.75990 -6.10085 -0.75465 0.0 0.1 -0.1
H 1.89084 -5.55086 -2.00009 -0.1 0.0 0.0
H 0.14534 -5.49623 -2.29924 0.1 0.0 0.1
H 1.66117 -3.80980 -0.22419 0.0 0.0 0.0
H -0.08740 -3.79107 -0.42916 -0.1 0.1 0.0
H 0.10247 -2.90542 -2.71973 0.0 -0.1 0.1
H 1.87710 -3.00924 -2.66266 -0.1 0.0 0.0
H 3.30773 -1.73097 -1.49273 0.0 0.1 0.1
H 2.63411 -1.60552 0.16304 0.1 0.0 -0.1
H 3.89996 0.35800 0.06210 0.0 0.0 0.1
H 2.30598 0.94136 -0.39666 0.1 -0.1 0.0
H 4.63414 0.32766 -2.30468 -0.1 0.1 0.0
H 3.98999 1.92636 -1.91293 0.0 -0.1 0.0
H 3.00935 0.78427 -2.84290 0.0 0.0 0.0

***

86
Properties=species:S:1:pos:R:3:forces:R:3 method="wB97M-V/def2-TZVPD" total_energy_ev=-53991.3077 gap_ev=7.22 lumo_ev=-3.705 charge=+1 spin_multiplicity=1
O -0.10766 -1.76489 0.14607 -0.2 -0.4 1.0
O -2.12985 -0.41029 -3.32700 -0.6 0.0 -0.6
C 0.81523 -2.67248 -0.52536 0.0 0.5 -0.2
C 1.41291 -3.73254 0.38042 0.0 -0.3 -0.2
H 1.59179 -2.02257 -0.94945 -0.2 -0.2 0.1
H 0.25385 -3.11700 -1.35683 0.2 0.0 0.1
H 1.74216 -3.33813 1.35031 0.0 0.0 -0.4
H 2.28292 -4.15023 -0.13616 -0.1 0.0 0.1
H 0.70877 -4.55839 0.54777 0.3 0.2 0.0
C -1.15481 -2.48344 0.90187 0.1 0.4 -0.1
C -2.26254 -2.89603 -0.04044 -0.1 -0.3 -0.1
H -1.51295 -1.80327 1.69006 0.2 -0.1 -0.4
H -0.67819 -3.33065 1.41396 -0.3 0.3 -0.2
H -2.56882 -2.07777 -0.70521 0.2 -0.1 0.2
H -3.14228 -3.20611 0.53577 0.2 0.0 -0.1
H -1.94259 -3.74997 -0.65085 -0.2 0.2 0.0
C -3.21206 0.51630 -3.55984 0.4 -0.1 0.0
C -2.02778 -1.41742 -4.34450 0.0 0.3 0.2
C -4.40960 0.23841 -2.67930 -0.2 -0.1 0.0
H -3.52135 0.48379 -4.62043 0.2 0.1 0.3
H -2.81913 1.52035 -3.34825 -0.1 -0.2 -0.1
H -4.85514 -0.73066 -2.91892 0.0 0.1 0.1
H -5.15887 1.01411 -2.85587 0.0 -0.1 0.1
H -4.14327 0.25170 -1.61753 0.0 0.0 -0.1
C -3.26601 -2.28506 -4.46945 0.0 -0.1 -0.1
H -1.15459 -2.02189 -4.07221 -0.1 0.1 0.0
H -1.81840 -0.93830 -5.31773 0.0 -0.1 0.2
H -3.60364 -2.65866 -3.49676 0.1 0.0 -0.1
H -3.02851 -3.14240 -5.10380 -0.1 0.0 0.0
H -4.08885 -1.73717 -4.94042 0.1 -0.1 0.1
H -0.38969 -0.14312 -1.78642 0.5 1.3 -0.3
Bi 0.41804 0.40926 1.06673 0.8 -1.3 1.0
C -0.03690 0.92576 -1.88901 0.4 -0.1 -0.6
Si 0.69446 1.50632 -3.57758 -0.1 0.0 -0.4
H -0.88006 1.59502 -1.64407 0.3 -0.2 0.2
H 0.82124 1.13290 -1.21009 -0.6 0.0 -0.7
C 1.56887 0.08088 -4.41962 0.1 -0.1 0.1
C 1.92321 2.91020 -3.24448 -0.1 -0.1 0.2
C -0.51091 2.23844 -4.82973 -0.2 -0.1 0.2
C 2.63268 -0.26462 1.23082 -0.7 0.1 -0.3
Si 3.75709 0.89822 2.20371 0.5 -0.3 0.0
H 2.97047 -0.37866 0.18887 0.1 0.2 0.3
H 2.59014 -1.26881 1.67989 0.0 0.4 0.0
C 4.32504 2.26280 1.05719 0.1 0.1 0.0
C 5.21658 -0.11590 2.79169 0.2 0.0 0.1
C 2.98762 1.66414 3.72390 -0.2 0.1 0.2
H 0.02051 2.43166 -5.77547 -0.1 0.0 0.3
H -0.90167 3.19988 -4.46271 0.0 -0.2 -0.2
H -1.35769 1.57215 -5.04378 0.3 0.2 0.0
H 2.44102 -0.24116 -3.82896 -0.2 0.0 -0.2
H 1.92094 0.40953 -5.41020 0.0 -0.2 0.3
H 0.88750 -0.77251 -4.55453 0.2 0.2 0.0
H 2.51692 2.73710 -2.33582 0.0 0.1 -0.2
H 1.39036 3.86636 -3.13067 0.2 -0.2 0.0
H 2.62168 3.02304 -4.08841 -0.2 -0.1 0.2
H 5.51234 -0.85067 2.03367 0.0 0.1 0.1
H 4.96793 -0.65849 3.71729 0.1 0.1 -0.3
H 6.08182 0.53082 2.99975 -0.2 -0.2 0.0
H 2.55957 0.91269 4.39921 0.1 0.1 -0.1
H 2.20376 2.39434 3.48597 0.1 0.0 0.1
H 3.77619 2.19885 4.27710 -0.2 -0.1 -0.2
H 5.20670 2.76414 1.48410 -0.3 -0.1 -0.1
H 3.54580 3.02138 0.90999 0.1 -0.1 0.0
H 4.60876 1.85861 0.07837 0.0 0.1 0.1
C -2.12226 2.84804 1.61179 0.1 -0.3 0.2
N -1.65742 1.57995 2.23021 -0.7 0.8 1.1
C -2.80155 0.63826 2.32433 0.1 0.3 -0.1
C -1.09091 1.82092 3.59722 -0.6 0.3 -0.7
C -0.37654 0.59091 4.08873 0.2 -0.3 0.4
C -0.26390 0.39157 5.47107 0.1 -0.3 -0.5
C 0.36330 -0.76099 5.94825 0.0 0.2 0.0
C 0.85918 -1.71562 5.05945 -0.1 -0.1 -0.7
C 0.74579 -1.51733 3.66855 0.1 0.2 0.9
C 0.16785 -0.34239 3.19011 -0.2 0.1 -0.2
H -2.41595 2.65542 0.56923 0.1 0.1 0.3
H -1.31452 3.59416 1.62430 -0.2 -0.3 0.0
H -2.99722 3.25665 2.15419 0.3 -0.1 -0.2
H -3.63329 1.09958 2.89354 0.3 -0.2 -0.2
H -3.15936 0.39907 1.31130 0.1 0.1 0.3
H -2.50603 -0.29399 2.82435 0.0 0.4 -0.1
H -0.40745 2.69113 3.55225 -0.3 -0.3 -0.1
H -1.91035 2.09445 4.29478 0.4 -0.1 -0.2
H -0.67841 1.15143 6.13742 0.1 -0.3 0.0
H 0.46075 -0.90741 7.02340 0.0 0.0 -0.3
H 1.32976 -2.62802 5.42386 -0.1 0.2 0.0
H 1.11743 -2.27567 2.97501 0.0 0.3 0.3